Below is a 5-piece molecular cluster, C31H68O5 overall, with properties calculated with ωB97M-V/def2-TZVPD.

Computed properties:
* gap between HOMO and LUMO: 10.40 eV
* E: -1598.116892 a.u.
* SMILES: CCOCCO[C@@H]1COC(=O)O1.CCCCCC.CCCCCC.CCCCCC.CCCCCC

Each line ends with the Löwdin charge.
Cartesian coordinates (Å):
H (-0.75245, -3.75580, 2.18854)  0.122
H (5.58278, 7.10894, 2.14166)  0.105
O (-5.43057, -5.24189, 1.31610)  0.102
H (-0.82972, -11.12040, 2.41167)  0.064
H (0.22094, 1.15524, -1.92958)  0.099
C (-2.94258, -11.30356, 1.91000)  -0.272
H (-2.75412, -5.45736, -0.67540)  0.114
H (5.18587, 8.54181, -3.21697)  0.101
H (-1.77953, -4.12840, -1.20630)  0.127
H (1.73820, 5.75583, 0.84920)  0.092
H (1.13208, -4.21020, -0.11409)  0.076
C (-1.24340, -0.31339, -2.51559)  -0.104
C (0.93182, -4.02171, 0.93449)  -0.065
H (2.97631, 8.09009, -1.13346)  0.054
H (-2.61603, -11.42530, -0.20978)  0.108
H (2.14070, 3.49824, 3.83794)  0.070
C (-1.60149, -11.88858, 2.34256)  -0.114
C (4.09821, 8.52437, 2.76268)  -0.108
C (2.41104, 4.02353, 2.92042)  -0.104
H (-4.40184, -8.38987, 1.36187)  0.075
H (-1.22962, 2.89976, -1.86394)  0.100
H (-3.68816, -12.10338, 1.90341)  0.103
H (-0.72448, -0.57639, -3.43841)  0.071
H (6.46716, 5.90918, -5.59411)  0.074
H (4.14368, 5.44231, 1.15240)  0.106
C (-0.56134, -3.83405, 1.11943)  -0.274
H (3.49606, 3.97106, 2.81827)  0.067
H (5.10211, 5.50663, -2.87200)  0.102
H (0.83338, 5.45932, 3.12041)  0.102
C (-0.92236, 0.62992, -0.16688)  -0.229
H (-3.71492, -7.29410, 0.15552)  0.068
C (5.41036, 7.52803, -3.56085)  -0.228
H (-2.03349, 0.39316, -2.77401)  0.067
C (3.70566, 6.42020, 1.37440)  -0.228
H (-1.68670, -12.35686, 3.32452)  0.068
C (5.00016, 7.40297, -5.02741)  -0.271
H (5.11879, 6.70510, -1.60256)  0.100
C (1.91654, 5.46590, 2.97020)  -0.264
H (4.73952, 8.97127, 3.52385)  0.069
C (-0.47640, 3.72117, -0.02001)  -0.117
C (4.75911, 6.51392, -2.61890)  -0.227
H (2.91702, 8.67784, -2.79890)  0.068
H (-6.15939, -2.60504, 1.45832)  0.143
C (-1.95834, -9.47209, 0.38499)  -0.227
H (-1.71143, -1.22014, -2.12348)  0.061
C (-6.62904, -3.32562, 0.78446)  -0.047
H (5.10155, 6.03882, -6.70483)  0.068
H (0.52636, -0.45264, -1.31468)  0.102
H (-0.81262, 3.90610, 1.00282)  0.077
H (-2.43787, 3.69610, -0.88293)  0.105
H (-6.25489, -4.89999, -0.45489)  0.178
H (4.51159, 6.50260, 3.38331)  0.099
C (3.23101, 6.52708, -2.61319)  -0.265
H (-1.26356, -12.64943, 1.63562)  0.073
H (1.42403, -3.11192, 1.24704)  0.073
H (4.89376, 5.22935, -5.15609)  0.064
H (-1.35723, -0.27932, 0.26432)  0.094
C (-0.26774, 0.27605, -1.50114)  -0.265
H (-0.21687, 4.68210, -0.46776)  0.065
O (-4.59574, -3.90327, -0.52243)  -0.021
C (-5.64385, -4.32336, 0.25573)  -0.366
H (3.07311, 8.56224, 3.13454)  0.065
H (4.15904, 9.14461, 1.86566)  0.074
H (-3.10105, -2.60539, -0.07957)  0.110
H (-0.14499, 0.95009, 0.53294)  0.101
H (-3.72210, -6.84850, 1.86025)  0.064
H (3.79361, 7.00202, 0.45362)  0.074
C (2.63820, 7.85178, -2.14280)  -0.104
C (-6.65022, -5.31109, 1.91244)  -0.611
H (-2.39873, 1.86920, 0.77069)  0.110
C (-2.01420, 1.69861, -0.24002)  -0.227
H (-3.28238, -10.57722, 2.65317)  0.098
C (-2.27700, -4.54959, -0.33208)  -0.182
H (0.43396, 3.12045, 0.02094)  0.060
H (-1.45999, -7.55468, 1.19644)  0.092
H (-3.92061, -10.35897, 0.24921)  0.100
C (-1.56929, 3.03424, -0.83335)  -0.265
H (-0.83227, -2.90073, 0.63236)  0.101
H (-2.85943, 1.31825, -0.82112)  0.100
H (6.49716, 7.42056, -3.48585)  0.110
C (-3.59653, -7.67805, 1.17016)  -0.105
H (2.84524, 6.28529, -3.60749)  0.099
H (-7.19822, -2.83072, 0.02542)  0.137
O (-7.37277, -4.20512, 1.63365)  0.074
H (1.54824, 7.79765, -2.12892)  0.071
C (4.53801, 7.09421, 2.46392)  -0.263
H (1.32682, -4.86448, 1.48772)  0.074
C (2.22078, 6.25352, 1.69709)  -0.223
H (-2.02390, -9.09574, -0.64150)  0.108
H (1.75117, 7.23879, 1.77257)  0.105
C (5.38809, 6.06585, -5.65238)  -0.113
H (3.92350, 7.55985, -5.13642)  0.098
H (2.34224, 5.97006, 3.84214)  0.099
C (-2.90670, -10.66471, 0.52269)  -0.231
H (1.96085, 3.48946, 2.08070)  0.059
H (-0.92591, -9.81058, 0.51367)  0.100
H (5.48353, 8.20585, -5.59036)  0.104
H (-2.11240, -8.65672, 2.38723)  0.101
O (-1.32640, -4.92219, 0.63346)  -0.141
O (-7.04755, -6.15789, 2.54502)  0.249
H (-3.47909, -3.63856, 1.26720)  0.138
C (-3.37694, -3.62351, 0.18790)  -0.134
H (2.88091, 5.73095, -1.94900)  0.098
C (-2.22380, -8.31902, 1.35248)  -0.256

Cartesian forces (eV/Å) of the 2 atoms listed first:
H -0.2 0.3 0.1
H 0.0 0.0 0.0